[1]
A structure of composition C29H26Cl2IrN5O4, computed with ωB97M-V/def2-TZVPD.

**Spin multiplicity**: 5
**Frontier orbital gap (alpha / beta)**: 4.4 / 6.1 eV
**⟨S²⟩**: 6.03
**Energy relative to the best compared isomer or geometry (same formula, charge and spin)**: 2.34 kcal/mol
**Charge**: +2

Positions of all 67 atoms, in Å:
Ir (0.3563, -0.7452, 0.1481)
O (5.4035, 3.9363, -0.2632)
C (4.7355, 3.5107, 0.7427)
O (5.0726, 4.0101, 1.8026)
C (3.6626, 2.4923, 0.5739)
C (3.0435, 2.0020, 1.7143)
C (2.0451, 1.0579, 1.5629)
N (1.6887, 0.6584, 0.3299)
C (2.3015, 1.0938, -0.7859)
C (3.3077, 2.0379, -0.6883)
C (1.8129, 0.4395, -2.0189)
C (2.3253, 0.6941, -3.2780)
C (1.8364, -0.0129, -4.3658)
C (0.8501, -0.9626, -4.1641)
C (0.3734, -1.1685, -2.8818)
N (0.8303, -0.4800, -1.8342)
C (1.3006, 0.3635, 2.6347)
C (1.5174, 0.5775, 3.9841)
C (0.7985, -0.1602, 4.9119)
C (-0.1159, -1.0986, 4.4637)
C (-0.2905, -1.2622, 3.1013)
N (0.3898, -0.5452, 2.2040)
H (3.3625, 2.3602, 2.6836)
H (3.8174, 2.4134, -1.5649)
H (3.1085, 1.4263, -3.4113)
H (2.2321, 0.1699, -5.3554)
H (0.4560, -1.5479, -4.9823)
H (-0.3880, -1.9051, -2.6623)
H (2.2485, 1.3036, 4.3094)
H (0.9598, -0.0084, 5.9702)
H (-0.6853, -1.7051, 5.1531)
H (-0.9846, -1.9883, 2.6983)
Cl (-1.0034, -7.9028, 0.8853)
C (-1.0111, -6.2323, 0.5976)
C (-2.2418, -5.6055, 0.3214)
C (-2.1962, -4.2505, 0.0988)
Cl (-3.6833, -3.4387, -0.2569)
C (-1.0039, -3.4718, 0.1419)
O (-1.0902, -2.2070, -0.0797)
C (0.2764, -4.1622, 0.4173)
C (1.5545, -3.5596, 0.4313)
O (1.8664, -2.3278, 0.2711)
C (0.2021, -5.5395, 0.6415)
H (-3.1625, -6.1648, 0.2876)
H (2.3896, -4.2459, 0.5879)
H (1.1064, -6.0974, 0.8431)
C (-4.0811, 2.4266, -0.6490)
C (-2.5874, 2.0732, -0.4303)
N (-2.4149, 0.6281, -0.3553)
C (-2.9209, 0.0006, -1.5714)
C (-4.4461, 0.2239, -1.7006)
N (-4.8549, 1.1378, -0.5786)
C (-4.6209, 0.4622, 0.7447)
C (-3.1176, 0.1009, 0.8101)
H (-4.2778, 2.8634, -1.6263)
H (-4.4815, 3.0875, 0.1173)
H (-2.2225, 2.5193, 0.4942)
H (-1.9881, 2.4643, -1.2514)
H (-2.7004, -1.0640, -1.5256)
H (-2.3988, 0.4295, -2.4269)
H (-5.0177, -0.6958, -1.5865)
H (-4.7347, 0.7050, -2.6332)
H (-5.8476, 1.3467, -0.6701)
H (-5.2686, -0.4123, 0.7804)
H (-4.9304, 1.1620, 1.5190)
H (-2.9819, -0.9782, 0.8276)
H (-2.6691, 0.5204, 1.7107)

[2]
A cluster of 4 separate species, C29H26F2N7O9 in total in a non-equilibrium geometry, computed with ωB97M-V/def2-TZVPD.

**Spin multiplicity**: 1
**Frontier orbital gap**: 5.9 eV
**Charge**: +1

Positions of all 73 atoms, in Å:
C (2.4071, 0.3374, -2.6871)
C (2.3456, -0.5595, -3.9361)
C (1.4982, 0.0595, -5.0373)
C (2.1275, 1.3239, -5.6823)
C (1.5191, 2.6121, -5.2473)
N (0.2001, 2.6352, -5.1368)
N (-0.3511, 3.7637, -4.7701)
N (-1.7810, 3.7739, -4.7073)
C (-2.1775, 2.9851, -3.8215)
O (-2.5297, 2.3256, -2.9762)
C (0.2514, 4.9002, -4.4756)
C (1.6311, 4.9463, -4.5837)
C (2.2618, 3.8020, -4.9839)
N (3.6845, 3.7669, -5.1578)
C (4.3499, 3.0727, -4.0613)
O (4.1556, 3.2630, -2.9162)
F (5.2335, 2.2203, -4.5145)
C (4.2470, 5.0645, -5.3431)
O (4.1067, 5.7240, -6.3133)
F (4.9406, 5.4988, -4.3070)
H (2.3175, 1.3743, -2.9966)
H (3.3300, 0.1815, -2.1473)
H (1.5623, 0.0940, -2.0577)
H (3.3384, -0.8115, -4.3030)
H (1.8842, -1.5012, -3.6508)
H (1.3896, -0.6803, -5.8251)
H (0.5024, 0.2459, -4.6431)
H (1.9523, 1.2236, -6.7518)
H (3.1994, 1.3351, -5.5361)
H (-0.3369, 5.7454, -4.1707)
H (2.1453, 5.8640, -4.3535)
C (-1.7962, 1.2170, 2.7848)
C (-1.3908, 1.4392, 1.4743)
C (-0.2353, 0.8450, 0.9945)
C (0.4970, 0.0312, 1.8395)
C (0.1119, -0.1951, 3.1486)
C (-1.0434, 0.4046, 3.6206)
N (1.7112, -0.6265, 1.3352)
O (2.0494, -0.4085, 0.1840)
O (2.3033, -1.3537, 2.0990)
H (-2.7034, 1.6769, 3.1542)
H (-1.9800, 2.0734, 0.8254)
H (0.0832, 1.0138, -0.0237)
H (0.6949, -0.8317, 3.7985)
H (-1.3587, 0.2310, 4.6395)
C (3.3922, -6.1626, 4.3997)
C (2.7229, -5.1037, 3.8002)
C (2.0066, -4.2101, 4.5784)
C (1.9767, -4.3871, 5.9472)
C (2.6317, -5.4376, 6.5623)
C (3.3431, -6.3310, 5.7779)
N (1.2338, -3.4188, 6.7689)
O (0.6564, -2.5156, 6.1922)
O (1.2434, -3.5726, 7.9707)
H (3.9554, -6.8582, 3.7917)
H (2.7614, -4.9722, 2.7278)
H (1.4855, -3.3852, 4.1166)
H (2.5937, -5.5626, 7.6341)
H (3.8629, -7.1572, 6.2423)
C (-7.9918, 0.2857, 1.9798)
C (-7.1053, 0.5477, 3.0162)
C (-5.9748, -0.2369, 3.1777)
C (-5.7482, -1.2738, 2.2914)
C (-6.6227, -1.5533, 1.2580)
C (-7.7522, -0.7655, 1.1047)
N (-4.5387, -2.0972, 2.4483)
O (-3.8002, -1.8388, 3.3765)
O (-4.3502, -2.9814, 1.6389)
H (-8.8722, 0.9020, 1.8545)
H (-7.2949, 1.3642, 3.6991)
H (-5.2845, -0.0388, 3.9841)
H (-6.4325, -2.3713, 0.5793)
H (-8.4457, -0.9711, 0.3012)

[3]
The ion C29H26N with charge +1 in a non-equilibrium geometry, computed with ωB97M-V/def2-TZVPD.

**Spin multiplicity**: 1
**Frontier orbital gap**: 8.7 eV
**Energy relative to the best compared isomer or geometry (same formula, charge and spin)**: 0.00 kcal/mol
**SMILES**: c1ccc([C@H]2CCC[N@@H+]2C2(c3ccccc3)c3ccccc3-c3ccccc32)cc1
**Charge**: +1

Positions of all 56 atoms, in Å:
C (-3.4676, 2.9918, -0.8327)
C (-3.9041, 1.6831, -0.6233)
C (-3.0761, 0.5885, -0.9214)
C (-1.7682, 0.7957, -1.3911)
C (-0.7556, -0.2976, -1.7410)
C (-0.3772, -0.3378, -3.2462)
C (1.1440, -0.4007, -3.3929)
C (1.7182, -0.5386, -1.9888)
N (0.6336, -0.0833, -1.0428)
C (0.7658, -0.4173, 0.3774)
C (2.2481, -0.7097, 0.6956)
C (2.8635, -1.9000, 0.2591)
C (4.2324, -2.1180, 0.4222)
C (5.0132, -1.1554, 1.0620)
C (4.3924, -0.0523, 1.6482)
C (3.0135, 0.1638, 1.4802)
C (0.1458, 0.7983, 1.1114)
C (0.5154, 2.1419, 1.0620)
C (-0.2877, 3.0824, 1.7163)
C (-1.4703, 2.6942, 2.3592)
C (-1.8832, 1.3652, 2.3355)
C (-1.0600, 0.4238, 1.7248)
C (-1.2678, -1.0145, 1.5636)
C (-2.2970, -1.8041, 2.0711)
C (-2.1096, -3.1872, 2.1190)
C (-1.0057, -3.7486, 1.4693)
C (-0.0780, -2.9590, 0.7693)
C (-0.1872, -1.5661, 0.8394)
C (-1.3677, 2.1121, -1.6621)
C (-2.1987, 3.1960, -1.3755)
H (-4.0916, 3.8470, -0.5616)
H (-4.9033, 1.5221, -0.2123)
H (-3.4574, -0.4259, -0.7730)
H (-1.0794, -1.2864, -1.4011)
H (-0.8380, -1.2298, -3.6970)
H (-0.7800, 0.5197, -3.7968)
H (1.4327, -1.2813, -3.9822)
H (1.5809, 0.4652, -3.9140)
H (1.9499, -1.5973, -1.8113)
H (2.6335, 0.0442, -1.8138)
H (0.7473, 0.9355, -1.1018)
H (2.2970, -2.6680, -0.2820)
H (4.6587, -3.0610, 0.0730)
H (6.0916, -1.2975, 1.1286)
H (4.9717, 0.6304, 2.2716)
H (2.5347, 1.0035, 1.9964)
H (1.4218, 2.4445, 0.5311)
H (0.0024, 4.1288, 1.7177)
H (-2.1003, 3.4476, 2.8362)
H (-2.8407, 1.0506, 2.7548)
H (-3.1985, -1.3299, 2.4518)
H (-2.8125, -3.8241, 2.6573)
H (-0.8386, -4.8276, 1.5328)
H (0.7129, -3.4635, 0.2111)
H (-0.3817, 2.3017, -2.1048)
H (-1.8374, 4.2052, -1.5788)

[4]
A structure of composition C29H27AsCl2N7NaO4, computed with ωB97M-V/def2-TZVPD.

**Spin multiplicity**: 1
**Frontier orbital gap**: 6.8 eV
**Energy relative to the best compared isomer or geometry (same formula, charge and spin)**: 6.28 kcal/mol
**Charge**: -2

Positions of all 71 atoms, in Å:
Na (1.9360, -0.1863, 1.0943)
O (-1.4619, -0.5013, 4.0284)
C (-0.4886, -0.2490, 3.2763)
N (0.0000, -0.9718, 2.2915)
C (-0.6962, -2.2398, 2.1613)
C (-0.0792, -3.0923, 1.0871)
C (0.7382, -4.1747, 1.4048)
C (1.2893, -4.9398, 0.3926)
C (1.0038, -4.6075, -0.9214)
C (0.1976, -3.5041, -1.1471)
N (-0.3412, -2.7662, -0.1813)
C (0.1973, 1.0934, 3.4800)
C (-0.5864, 2.1919, 3.8321)
C (0.0139, 3.4288, 3.9620)
C (1.3872, 3.5309, 3.7778)
C (2.0899, 2.3806, 3.4609)
N (1.5138, 1.1917, 3.3017)
H (-1.7599, -2.0904, 1.9216)
H (-0.6808, -2.7938, 3.1100)
H (0.9521, -4.3862, 2.4441)
H (1.9552, -5.7623, 0.6224)
H (1.4294, -5.1511, -1.7542)
H (-0.0237, -3.1927, -2.1651)
H (-1.6479, 2.0428, 3.9702)
H (-0.5791, 4.3069, 4.1930)
H (1.9051, 4.4783, 3.8515)
H (3.1573, 2.4207, 3.2755)
O (3.6698, 3.7114, 0.5584)
C (2.8966, 2.7438, 0.4638)
O (3.1442, 1.5205, 0.5219)
C (1.4015, 3.1118, 0.3030)
C (1.0541, 4.4675, 0.0502)
C (-0.2551, 4.8130, -0.0495)
C (-1.2496, 3.8193, 0.1282)
C (-2.6372, 4.0899, 0.0830)
C (-3.5455, 3.0914, 0.2975)
C (-3.1056, 1.7744, 0.5592)
C (-1.7708, 1.4807, 0.5882)
C (-0.8115, 2.5004, 0.3746)
N (0.5097, 2.1663, 0.4402)
H (1.8641, 5.1765, -0.0408)
H (-0.5563, 5.8378, -0.2455)
H (-2.9653, 5.1057, -0.1128)
H (-4.6074, 3.3070, 0.2696)
H (-3.8261, 0.9858, 0.7331)
H (-1.4040, 0.4798, 0.7945)
Cl (1.2204, 0.6798, -5.0196)
C (2.0776, -0.2478, -3.7455)
Cl (2.4319, 0.7126, -2.3247)
H (2.9982, -0.6130, -4.1830)
H (1.4385, -1.0765, -3.4612)
C (-4.1712, -0.0336, -2.7001)
As (-3.0249, -1.0835, -1.4830)
C (-1.3440, -0.2871, -2.0877)
C (-2.9943, -2.7041, -2.5993)
H (-3.7894, -0.0593, -3.7224)
H (-4.1879, 0.9986, -2.3517)
H (-5.1898, -0.4244, -2.6839)
H (-1.1879, -0.4797, -3.1512)
H (-0.5258, -0.6962, -1.4985)
H (-1.3827, 0.7905, -1.9253)
H (-2.6203, -2.4839, -3.6012)
H (-4.0101, -3.0968, -2.6731)
H (-2.3610, -3.4543, -2.1296)
O (3.1845, -2.2136, 0.5247)
N (3.1535, -2.2049, -0.7236)
C (3.8712, -3.1443, -1.3685)
C (3.7829, -3.1425, -2.7824)
N (3.7093, -3.1452, -3.9358)
C (4.5728, -4.1832, -0.6963)
N (5.1222, -5.0471, -0.1638)